(1)
The following is a quantum chemistry calculation of a cluster of 3 separate species, C20H24NO5 in total, from OMol25.

```
50
Properties=species:S:1:pos:R:3
C 2.33226 -2.94246 4.67281
C 2.35166 -2.66332 3.08199
C 1.62417 -1.31024 2.63306
C 1.90945 -0.93386 1.08505
N 0.15498 -1.25173 2.90471
C -0.18459 -0.52859 4.16544
C -1.74614 -0.08056 4.16949
O -2.31304 0.16642 5.27753
C -0.50009 -2.55722 2.79397
O -0.44348 -3.13663 1.66661
O -1.16636 -3.20350 3.86890
C -2.60426 -3.27197 3.67553
O -3.31386 -3.13193 4.73843
O -3.24493 -3.51690 2.48722
H 2.18682 -2.01059 5.31391
H 1.61168 -3.80052 4.93127
H 3.38574 -3.34616 4.93926
H 3.46990 -2.53473 2.80161
H 2.01096 -3.59770 2.49940
H 2.11678 -0.46054 3.24851
H 1.10158 -0.18586 0.73286
H 2.92040 -0.38415 0.95425
H 1.87396 -1.91899 0.49572
H 0.10524 -1.08185 5.12277
H 0.39604 0.47464 4.16357
H -2.33788 0.06807 3.18428
C 3.34105 0.86077 -2.45603
C 2.10146 0.27907 -2.70338
C 1.11788 0.99579 -3.37750
C 1.37718 2.29187 -3.81352
C 2.61811 2.87240 -3.56958
C 3.59882 2.15889 -2.88716
H 4.10661 0.30269 -1.92710
H 1.90133 -0.73381 -2.36940
H 0.14924 0.54433 -3.56413
H 0.61149 2.84894 -4.34350
H 2.82077 3.88257 -3.91103
H 4.56430 2.61367 -2.69221
C -2.48730 2.73947 -5.03394
C -2.64947 1.39001 -4.73543
C -3.49216 1.00235 -3.69817
C -4.18073 1.96451 -2.96528
C -4.02143 3.31371 -3.26628
C -3.17162 3.70192 -4.29755
H -1.82730 3.04157 -5.84073
H -2.11764 0.63941 -5.31140
H -3.61320 -0.04923 -3.46120
H -4.84133 1.66215 -2.15970
H -4.55968 4.06364 -2.69562
H -3.04339 4.75418 -4.52827
```

**Total energy**: -1207.41895 Ha
**Lowest unoccupied orbital energy**: 2.37 eV
**Spin multiplicity**: 1
**ΔE to the lowest compared entry with this formula, charge and spin**: 0.000 eV
**Total charge**: -1


(2)
The following is a quantum chemistry calculation of a structure of composition C5H8O2, from OMol25.

```
15
Properties=species:S:1:pos:R:3
O 1.74197 0.56296 -0.03668
C 1.47785 -0.81107 0.33938
C 0.05313 -0.66842 0.73289
C -0.43721 1.10493 -0.14974
C -1.75013 0.38235 -0.15420
C -0.98421 -0.92583 -0.26567
O -0.92335 -1.67176 -1.22191
H 2.20156 0.67082 -0.86671
H 2.18136 -1.05437 1.13996
H 1.59499 -1.50952 -0.49898
H -0.20788 -0.52563 1.78306
H -0.23654 1.94340 0.52330
H -0.09992 1.40554 -1.16823
H -2.41561 0.57495 -0.98452
H -2.19600 0.52165 0.82804
```

**Total energy**: -345.66143 Ha
**Lowest unoccupied orbital energy**: 0.66 eV
**Spin multiplicity**: 1
**ΔE to the lowest compared entry with this formula, charge and spin**: 3.906 eV


(3)
The following is a quantum chemistry calculation of a cluster of 3 separate species, C4H15N2O2 in total, from OMol25.

```
23
Properties=species:S:1:pos:R:3
C 0.17033 -0.91728 -1.56791
O 0.51046 -1.81543 -0.53609
C 0.12574 0.62778 -1.10116
C 1.51327 0.82610 -0.37642
C 1.77730 2.30690 -0.14738
N 2.83959 2.46742 0.80763
N -0.93513 0.59461 -0.26570
H 1.01800 -1.08971 -2.22827
H -0.79974 -1.16122 -1.98588
H -0.27669 -1.89611 0.01618
H 0.06995 1.26322 -1.99530
H 1.31632 0.26865 0.54708
H 2.28271 0.28729 -0.91764
H 2.09661 2.76105 -1.09838
H 0.79709 2.74077 0.09822
H -2.13993 -1.77440 -0.06265
H 2.85626 3.36915 1.24844
H 2.95476 1.70867 1.44960
H -2.42083 -1.62561 0.60510
H -1.69634 1.19351 -0.62445
H -4.21998 -3.34924 3.45963
H -4.16215 -3.62188 1.97966
O -3.67760 -3.16423 2.69569
```

**Total energy**: -420.93155 Ha
**Lowest unoccupied orbital energy**: -8.27 eV
**Spin multiplicity**: 1
**ΔE to the lowest compared entry with this formula, charge and spin**: 7.127 eV
**Total charge**: +1


(4)
The following is a quantum chemistry calculation of a cluster of 2 separate species, C2H4BrClN3 in total, from OMol25.

```
11
Properties=species:S:1:pos:R:3
C -1.40489 -0.14032 -0.02586
C 0.51728 -0.75126 -0.80608
N -0.87629 -0.99097 -0.79324
N -0.56264 0.65466 0.68093
N 0.68858 0.34815 0.24695
Cl 1.73519 1.77138 -0.16758
Br -3.37887 0.13757 0.11670
H 1.07010 -1.59997 -0.43685
H 0.89278 -0.23524 -1.79096
H -0.91484 1.44852 1.18181
H 2.23361 -0.64253 1.79419
```

**Total energy**: -3276.56909 Ha
**Lowest unoccupied orbital energy (spin up / spin down)**: -5.68 / -7.77 eV
**Spin multiplicity**: 1
**ΔE to the lowest compared entry with this formula, charge and spin**: 4.494 eV
**Total charge**: +1


(5)
The following is a quantum chemistry calculation of the ion C4H11N5 with charge +2, from OMol25.

```
20
Properties=species:S:1:pos:R:3
C 0.29059 -1.75949 -1.05446
C -0.63196 -1.32031 -0.05063
C -1.07641 0.14020 0.17164
C 1.24090 0.84052 0.84181
N -2.29524 0.26229 0.50253
N -1.49646 -2.23565 0.37265
N -0.54200 2.40413 0.39802
N 1.06061 -0.97366 -1.82955
N -0.10450 1.13251 0.27511
H 0.43413 -2.84372 -1.19465
H 1.36361 0.09858 1.65515
H 1.88787 0.46534 -0.02692
H 1.65277 1.83099 1.19543
H -2.44250 1.28739 0.75240
H -1.17621 -3.12465 0.63623
H -2.36586 -1.81022 0.69732
H 0.21248 3.03629 0.46540
H -1.56264 2.60464 0.20799
H 1.66808 -1.42186 -2.59687
H 0.75601 0.01488 -2.12023
```

**Total energy**: -432.02865 Ha
**Lowest unoccupied orbital energy (spin up / spin down)**: -10.86 / -9.92 eV
**Spin multiplicity**: 1
**ΔE to the lowest compared entry with this formula, charge and spin**: 3.317 eV
**Total charge**: +2


(6)
The following is a quantum chemistry calculation of a structure of composition C30H12Cl84N2O4S, from OMol25.

```
133
Properties=species:S:1:pos:R:3
C -3.97425 -1.89459 -0.21150
C -2.78856 -1.91316 -0.09223
C -1.34565 -1.98394 -0.08523
O -0.82824 -3.07312 0.70874
S 0.75721 -2.93064 0.54870
O 1.44665 -3.53614 1.62722
O 1.14309 -3.30759 -0.77190
O 0.76294 -1.34990 0.68757
C -0.52739 -0.74396 0.28608
C -0.98023 0.03865 1.55173
C 0.22849 0.46512 2.35758
N 0.48202 0.05948 3.53182
C -0.14270 0.25855 -0.83458
C -0.92616 0.12295 -2.12994
C -0.29615 -0.57784 -3.29100
N -2.11385 0.56480 -2.25225
H -4.98883 -2.20929 -0.25752
H -1.05549 -2.25400 -1.11006
H -1.48651 0.95463 1.25100
H -1.61251 -0.58444 2.18219
H 0.94997 1.14381 1.90387
H -0.24809 -0.58739 3.83655
H -0.22403 1.28073 -0.47453
H 0.90390 0.08202 -1.07053
H -0.68250 -1.58436 -3.42205
H 0.78726 -0.61112 -3.19495
H -0.51736 -0.03742 -4.20832
H -2.42248 1.00272 -1.38310
C -3.28823 -0.27628 -6.85199
Cl -2.15380 0.37734 -8.04079
Cl -3.42935 -2.02345 -7.07399
Cl -2.69407 0.02743 -5.21889
Cl -4.86778 0.48984 -7.06257
C 4.47365 2.45870 1.31967
Cl 5.90611 1.54933 1.78871
Cl 3.94904 3.46639 2.67727
Cl 4.83478 3.47423 -0.08123
Cl 3.17203 1.33239 0.91029
C 6.39590 -0.59249 5.71318
Cl 5.75599 0.78988 4.82318
Cl 5.05143 -1.61781 6.21480
Cl 7.49041 -1.50953 4.67097
Cl 7.28043 -0.03647 7.13733
C 4.54699 7.94853 0.24192
Cl 6.21595 8.51545 0.34894
Cl 4.41660 6.34450 0.96626
Cl 3.49198 9.07687 1.11199
Cl 4.06514 7.85982 -1.45642
C 2.64336 12.39342 3.22767
Cl 3.57205 13.02067 1.86276
Cl 3.52574 11.05793 3.97271
Cl 2.39551 13.67677 4.41452
Cl 1.07776 11.80792 2.65204
C -6.99636 -3.34825 2.86410
Cl -5.91611 -2.66520 1.63381
Cl -7.27150 -5.06442 2.51135
Cl -6.23757 -3.18553 4.45227
Cl -8.52603 -2.46965 2.81994
C -6.08925 2.09725 -2.17844
Cl -5.35833 2.75113 -3.64480
Cl -5.26090 0.60752 -1.72389
Cl -5.94534 3.27340 -0.86654
Cl -7.80094 1.75871 -2.47089
C 8.53478 -5.72960 6.22174
Cl 9.87751 -5.51060 5.09570
Cl 7.63660 -7.18505 5.78548
Cl 9.16973 -5.90246 7.86359
Cl 7.46278 -4.32671 6.14969
C 12.55830 -1.93956 4.65282
Cl 13.18149 -3.47367 4.03289
Cl 13.20111 -0.60867 3.68492
Cl 10.79634 -1.94125 4.55843
Cl 13.05566 -1.73939 6.33501
C 8.04582 3.98235 5.89745
Cl 9.20067 2.76969 5.33314
Cl 7.63791 3.67395 7.58820
Cl 8.76203 5.59121 5.75211
Cl 6.58327 3.89789 4.91273
C -0.05221 8.00600 -2.05130
Cl -0.65349 9.53109 -2.70774
Cl 0.94013 7.19330 -3.26897
Cl 0.92049 8.32586 -0.61441
Cl -1.41980 6.96894 -1.62592
C -4.48618 -5.82545 -5.35877
Cl -3.60798 -5.27503 -6.78932
Cl -3.68286 -7.24821 -4.69002
Cl -4.49893 -4.53322 -4.15290
Cl -6.14449 -6.23483 -5.80503
C 0.16490 0.50123 -11.65033
Cl 1.53680 -0.53007 -11.23423
Cl -0.19022 1.58301 -10.29766
Cl 0.55778 1.45898 -13.08059
Cl -1.25003 -0.50053 -11.97881
C 1.42565 -0.72230 8.48996
Cl 3.11482 -0.28796 8.75458
Cl 1.12527 -2.34474 9.12347
Cl 0.37793 0.43676 9.31674
Cl 1.09570 -0.68601 6.75567
C -9.65684 -4.09965 6.58948
Cl -10.15549 -2.44626 6.21519
Cl -8.89760 -4.82618 5.17051
Cl -8.49743 -4.07334 7.92322
Cl -11.07203 -5.04788 7.05698
C -9.18301 5.29557 1.51744
Cl -7.90724 6.51670 1.52295
Cl -10.68125 5.98733 0.88086
Cl -8.68019 3.93872 0.50505
Cl -9.45713 4.73181 3.17000
C 8.21287 -10.94150 7.00184
Cl 9.27616 -10.41333 5.69437
Cl 8.94142 -12.32618 7.82315
Cl 7.98518 -9.62522 8.15714
Cl 6.64628 -11.41083 6.33258
C -4.76603 -0.32554 -14.34502
Cl -3.82910 0.26491 -15.72040
Cl -4.01370 -1.79312 -13.70979
Cl -4.80030 0.90806 -13.08187
Cl -6.41451 -0.68731 -14.86381
C 0.50818 -5.72422 -3.43375
Cl -0.26302 -4.13523 -3.41247
Cl 0.31275 -6.50007 -1.86079
Cl -0.24896 -6.71693 -4.68241
Cl 2.22775 -5.53678 -3.79274
C -10.40569 9.95525 1.40685
Cl -10.99959 11.55923 0.96477
Cl -9.71576 9.17252 -0.01888
Cl -9.16302 10.10978 2.65269
Cl -11.74573 8.98698 2.03168
C 1.08316 -8.59636 -8.38921
Cl 1.45053 -8.12447 -10.05179
Cl 1.66427 -7.35763 -7.27699
Cl -0.66685 -8.77204 -8.20058
Cl 1.87069 -10.13473 -8.02554
```

**Total energy**: -40614.70944 Ha
**Lowest unoccupied orbital energy**: -0.17 eV
**Spin multiplicity**: 1